Entry one
Formula: C3H4N2O
Source: OMol25
Level of theory: ωB97M-V/def2-TZVPD

Results
* Kohn-Sham gap: 0.35796 Ha
* HOMO level: -9.08 eV
* LUMO level: 0.7 eV
* total charge: 0

Geometry (Å):
C 3.095 -0.025 -0.512
C -0.270 1.155 0.620
C -0.921 -0.180 0.507
N 3.438 -0.380 0.513
N -2.312 -0.129 0.343
O -0.164 0.564 -0.499
H 2.933 0.244 -1.518
H -0.510 -1.047 0.788
H -2.704 0.718 -0.021
H -2.585 -0.919 -0.220

Mulliken atomic charge list, values in e, 5 entries:
1 C 0.07
2 C -0.36
3 C 0.17
4 N -0.34
5 N -0.58


Entry two
Formula: C3H4N2O
Source: OMol25
Level of theory: ωB97M-V/def2-TZVPD

Results
* Kohn-Sham gap: 0.34890 Ha
* HOMO level: -8.74 eV
* structure (SMILES): Oc1cn[nH]c1
* LUMO level: 0.8 eV
* total charge: 0

Geometry (Å):
O -1.200 0.491 -1.614
C -0.421 0.171 -0.535
C 0.842 0.496 -0.084
N 1.038 -0.266 1.037
N -0.003 -1.048 1.335
C -0.903 -0.765 0.407
H -0.960 1.288 -2.096
H 1.562 1.256 -0.352
H 1.926 -0.461 1.480
H -1.902 -1.178 0.421

Mulliken atomic charge list, values in e, 5 entries:
1 O -0.53
2 C 0.78
3 C -0.72
4 N 0.22
5 N -0.72


Entry three
Formula: C3H4N2O
Source: OMol25
Level of theory: ωB97M-V/def2-TZVPD

Results
* Kohn-Sham gap: 0.42230 Ha
* HOMO level: -10.55 eV
* structure (SMILES): Cc1ncno1
* LUMO level: 0.9 eV
* total charge: 0

Geometry (Å):
C 0.129 1.110 -1.196
C -0.121 0.146 -0.051
N 0.817 -0.643 0.379
C 0.173 -1.374 1.346
N -1.092 -1.055 1.511
O -1.292 -0.046 0.589
H 1.165 1.479 -1.101
H -0.555 1.965 -1.257
H 0.087 0.561 -2.153
H 0.673 -2.142 1.931

Mulliken atomic charge list, values in e, 5 entries:
1 C -0.90
2 C 0.70
3 N -0.50
4 C -0.08
5 N -0.31


What should be chosen as the least stable of them? Choose entry one.


Entry one
Formula: C3H4N2O
Source: OMol25
Level of theory: ωB97M-V/def2-TZVPD

Results
* Kohn-Sham gap: 0.29433 Ha
* HOMO level: -8.88 eV
* LUMO level: -0.9 eV
* total charge: 0

Geometry (Å):
O 1.716 -0.953 1.211
C 1.164 -1.910 0.541
C -0.217 -1.448 0.049
N -0.505 -0.243 -0.120
C -0.619 1.080 -0.359
N -0.201 1.637 -1.427
H 1.153 -0.135 1.243
H -0.929 -2.236 -0.219
H -1.138 1.580 0.470
H -0.425 2.629 -1.389

Mulliken atomic charge list, values in e, 5 entries:
1 O -0.21
2 C -0.29
3 C 0.17
4 N -0.39
5 C 0.12


Entry two
Formula: C3H4N2O
Source: OMol25
Level of theory: ωB97M-V/def2-TZVPD

Results
* Kohn-Sham gap: 0.32326 Ha
* HOMO level: -8.62 eV
* LUMO level: 0.2 eV
* total charge: 0

Geometry (Å):
O 2.405 -0.314 0.091
C 1.197 -0.337 0.199
N 0.388 -1.435 0.432
N -0.852 -0.967 0.220
C -1.034 0.271 -0.150
C 0.319 0.874 -0.175
H 0.798 1.067 -1.137
H -1.603 -1.638 0.358
H -2.028 0.689 -0.251
H 0.410 1.791 0.415

Mulliken atomic charge list, values in e, 5 entries:
1 O -0.59
2 C 0.38
3 N -0.79
4 N 0.38
5 C -0.24


What should be chosen as the least stable of them? Choose entry one.


Entry one
Formula: C3H4N2O
Source: OMol25
Level of theory: ωB97M-V/def2-TZVPD

Results
* Kohn-Sham gap: 0.33932 Ha
* HOMO level: -8.68 eV
* structure (SMILES): Oc1cnc[nH]1
* LUMO level: 0.6 eV
* total charge: 0

Geometry (Å):
O -1.797 -0.868 -0.095
C -0.691 -0.141 -0.454
C -0.414 1.191 -0.306
N 0.874 1.335 0.153
C 1.369 0.122 0.227
N 0.491 -0.805 -0.223
H -1.558 -0.956 0.847
H -1.080 2.033 -0.446
H 2.294 -0.172 0.697
H 0.569 -1.808 -0.283

Mulliken atomic charge list, values in e, 5 entries:
1 O -0.52
2 C 0.44
3 C -0.40
4 N -0.55
5 C -0.16


Entry two
Formula: C3H4N2O
Source: OMol25
Level of theory: ωB97M-V/def2-TZVPD

Results
* Kohn-Sham gap: 0.34000 Ha
* HOMO level: -8.38 eV
* structure (SMILES): O=c1[nH]cc[nH]1
* LUMO level: 0.9 eV
* total charge: 0

Geometry (Å):
O 2.396 0.285 0.187
C 1.205 0.136 0.024
N 0.437 -1.047 -0.083
C -0.912 -0.731 0.041
C -1.034 0.601 0.068
N 0.250 1.160 -0.037
H 0.741 -2.005 -0.186
H -1.673 -1.479 0.202
H -1.846 1.174 0.481
H 0.438 1.906 -0.697

Mulliken atomic charge list, values in e, 5 entries:
1 O -0.58
2 C 0.24
3 N -0.07
4 C -0.23
5 C -0.37


What should be chosen as the least stable of them? Choose entry one.